1.
Computed, not measured: C38H28F42N11O28S14 as an isolated structure in a non-equilibrium geometry, with wB97M-V/def2-TZVPD.

```
161
Properties=species:S:1:pos:R:3:forces:R:3:mulliken_spin:R:1
C 3.186 -0.983 -1.472 -0.38 -0.18 0.27 0.003
N 1.924 -0.269 -1.151 -0.17 -0.24 0.43 0.006
C 1.486 -0.179 0.111 -2.10 1.48 0.33 0.007
C 0.277 0.569 0.430 1.41 -2.06 -0.66 -0.003
C -0.508 1.070 -0.593 0.68 1.00 -0.76 0.005
C 0.042 1.017 -1.898 1.08 -1.29 0.16 -0.004
C 1.268 0.311 -2.161 -2.69 1.69 0.48 -0.001
C -1.809 1.802 -0.285 -0.33 -0.78 -0.02 -0.006
C -2.912 1.677 -1.110 0.14 -0.16 -1.70 -0.002
C -4.148 2.264 -0.877 1.30 -0.13 0.03 0.001
N -4.300 2.924 0.258 -0.38 1.69 2.04 0.000
C -3.311 3.046 1.193 1.33 -1.20 -1.96 0.003
C -2.059 2.495 0.890 -0.54 0.41 1.57 0.008
C -5.585 3.591 0.577 -0.59 -0.78 0.26 0.000
H 2.931 -1.794 -2.154 0.20 0.61 -0.68 0.000
H 3.591 -1.538 -0.627 -0.21 0.59 0.48 -0.002
H 3.887 -0.204 -1.773 0.17 -0.57 -0.44 0.000
H 2.141 -0.656 0.825 -0.33 0.21 0.08 -0.011
H -0.147 0.606 1.423 0.56 -0.16 0.18 0.000
H -0.485 1.493 -2.712 0.16 -0.15 -0.25 0.001
H 1.727 0.325 -3.138 -0.05 -0.28 -0.08 -0.001
H -2.813 1.170 -2.058 -0.07 -0.30 -0.12 0.000
H -4.949 2.250 -1.602 -0.17 -0.09 0.11 0.000
H -3.444 3.568 2.129 -0.45 0.00 -0.21 0.000
H -1.353 2.580 1.703 0.39 0.16 -0.26 -0.003
H -6.337 2.891 0.213 -0.21 0.48 -0.20 0.000
H -5.695 4.595 0.167 0.36 -0.34 -0.29 0.000
H -5.721 3.604 1.659 0.30 0.01 -0.13 0.000
C 11.030 -5.547 5.933 -1.17 0.80 -1.06 0.014
N 9.695 -5.241 5.365 0.81 -0.68 0.40 0.208
C 8.745 -4.745 6.206 -3.06 -0.03 0.34 0.172
C 7.374 -4.640 5.807 3.67 0.52 2.00 -0.029
C 7.113 -4.785 4.457 -2.42 0.66 1.60 0.251
C 8.062 -5.236 3.655 3.48 -1.88 -2.87 -0.038
C 9.316 -5.573 4.077 0.47 0.40 -0.30 0.269
C 5.783 -4.639 3.933 -2.45 -0.30 -1.37 0.018
C 4.950 -5.782 3.756 -0.25 1.66 0.19 0.040
C 3.645 -5.612 3.289 1.89 0.23 -0.11 -0.007
N 3.196 -4.386 2.881 1.34 -0.76 -0.57 0.001
C 4.019 -3.287 2.904 0.36 -1.61 0.87 0.006
C 5.305 -3.422 3.447 -0.66 0.04 0.51 0.026
C 1.891 -4.335 2.203 -0.62 1.21 -0.30 -0.001
H 10.968 -6.124 6.855 -0.11 0.01 -0.02 -0.019
H 11.439 -4.551 6.103 0.73 -0.30 0.28 0.003
H 11.589 -6.099 5.177 0.13 0.15 0.17 0.011
H 9.152 -4.536 7.184 -0.57 0.09 0.26 0.041
H 6.608 -4.356 6.513 0.15 0.16 0.09 0.013
H 7.881 -5.392 2.602 -0.18 -0.01 -0.13 0.005
H 10.135 -5.868 3.437 -0.24 -0.13 -0.21 0.032
H 5.394 -6.730 4.021 -0.49 -0.27 -0.03 0.000
H 3.079 -6.514 3.109 -0.69 0.45 -0.04 -0.002
H 3.668 -2.334 2.536 -0.29 0.09 -0.15 0.002
H 5.933 -2.555 3.584 -0.12 0.25 -0.37 -0.021
H 1.632 -5.140 1.515 0.48 -0.48 0.48 0.000
H 1.923 -3.479 1.530 -0.31 0.20 0.31 0.002
H 1.132 -4.206 2.975 -0.15 0.04 -0.30 0.000
C 6.562 0.569 2.344 -1.82 -1.19 -0.42 0.000
F 6.805 -0.664 1.790 -0.79 0.30 0.59 0.000
F 6.432 0.441 3.673 0.14 -0.19 -0.33 0.000
F 7.641 1.236 2.087 0.59 1.47 -0.22 0.000
S 4.829 1.306 1.660 -0.60 -0.54 -3.24 0.000
O 4.727 2.679 2.079 0.51 -1.10 0.79 0.000
O 4.806 1.181 0.179 0.51 -0.94 3.19 0.000
N 3.741 0.157 2.371 2.54 0.69 -2.24 0.000
S 2.716 0.998 3.194 -0.20 3.31 1.91 0.000
O 3.444 1.601 4.310 -1.53 -0.63 -0.17 0.000
O 1.856 1.893 2.410 0.85 -2.00 1.19 0.000
C 1.691 -0.429 3.928 0.77 2.74 0.16 0.000
F 0.601 0.073 4.514 0.35 -0.75 -0.34 0.000
F 1.365 -1.208 2.911 -0.28 -1.18 0.63 0.000
F 2.434 -1.020 4.895 -0.58 -0.64 -0.91 0.000
C -3.556 6.789 2.821 1.53 0.35 -0.01 0.000
F -3.840 6.402 4.074 -0.32 0.17 -1.07 0.000
F -4.290 6.158 1.899 0.23 -0.13 0.81 0.000
F -3.813 8.107 2.683 0.16 -0.65 0.32 0.000
S -1.632 6.496 2.486 2.76 0.43 -1.49 0.000
O -1.469 6.486 1.028 -1.26 -0.61 1.87 0.000
O -0.831 7.600 3.094 -2.63 -2.39 -0.26 0.000
N -1.337 4.885 3.094 -3.48 2.60 -4.63 0.000
S -0.522 5.009 4.338 4.23 0.65 3.12 0.000
O 0.842 5.510 4.014 -2.18 -1.53 1.58 0.000
O -1.266 5.615 5.420 0.58 0.06 0.67 0.000
C -0.463 3.132 4.877 0.08 2.21 0.16 0.000
F -0.373 2.379 3.824 -0.41 -0.90 -0.96 0.000
F 0.602 2.916 5.636 0.36 0.04 0.41 0.000
F -1.548 2.808 5.598 0.05 0.01 -0.29 0.000
C -6.443 -2.540 -0.164 0.99 0.20 2.36 0.000
F -7.308 -2.521 -1.077 -2.80 0.93 -3.06 0.000
F -7.084 -2.985 0.934 0.67 -0.14 0.34 0.000
F -5.547 -3.437 -0.556 0.94 0.24 0.75 0.000
S -5.710 -0.759 0.104 2.23 0.01 0.23 0.000
O -4.858 -0.800 1.354 -2.45 0.04 -3.45 0.000
O -5.037 -0.601 -1.181 -1.02 0.22 1.45 0.000
N -7.061 0.375 0.170 2.16 -3.11 0.57 0.000
S -7.270 0.408 1.751 -0.93 1.09 3.99 0.000
O -7.444 -0.843 2.542 -0.30 2.04 -1.87 0.000
O -6.356 1.374 2.381 -1.18 -0.57 -0.46 0.000
C -9.068 1.335 1.905 3.43 -2.41 -2.81 0.000
F -9.098 1.905 3.084 -1.13 0.10 0.01 0.000
F -9.138 2.219 0.887 -0.50 0.14 1.10 0.000
F -9.996 0.376 1.660 -0.16 1.14 1.07 0.000
C -1.757 3.566 -4.994 -1.16 -1.06 -0.96 0.000
F -2.852 4.113 -4.445 1.11 -0.16 0.16 0.000
F -1.415 4.314 -6.052 0.02 -0.38 0.30 0.000
F -0.723 3.544 -4.154 -0.44 0.00 0.14 0.000
S -2.375 1.759 -5.565 0.80 0.06 -3.74 0.000
O -3.289 1.311 -4.543 0.99 0.42 -0.06 0.000
O -2.878 1.921 -6.952 0.67 0.47 2.90 0.000
N -0.887 0.887 -5.740 -1.56 2.39 0.68 0.000
S -1.309 -0.602 -5.637 -1.05 -2.41 0.98 0.000
O -1.355 -1.075 -4.268 0.31 -0.14 -0.24 0.000
O -2.476 -0.950 -6.439 1.18 -0.17 -0.06 0.000
C 0.207 -1.590 -6.293 -1.74 2.52 0.69 0.000
F 0.464 -1.263 -7.564 0.82 0.04 0.19 0.000
F 1.233 -1.252 -5.451 -0.91 -1.18 -1.43 0.000
F -0.124 -2.871 -6.294 0.78 -0.27 0.59 0.000
C -2.284 -4.424 1.967 0.45 0.34 0.59 0.000
F -2.871 -3.645 2.900 0.22 -0.03 -1.14 0.000
F -1.392 -5.161 2.673 0.60 0.13 -0.38 0.000
F -3.165 -5.282 1.495 -0.27 0.17 -0.38 0.000
S -1.479 -3.374 0.504 -0.10 0.61 -1.50 0.000
O -2.591 -3.155 -0.438 2.08 -0.76 2.11 0.000
O -0.857 -2.191 1.117 -0.67 -2.20 -0.29 0.000
N -0.257 -4.493 -0.112 -2.36 1.44 2.55 0.000
S -0.160 -4.217 -1.654 -0.91 0.04 -2.99 0.000
O -1.077 -5.052 -2.488 2.50 1.66 1.73 0.000
O -0.024 -2.793 -1.947 0.10 -1.40 -0.03 0.001
C 1.625 -4.915 -1.928 -2.90 1.37 -0.61 0.000
F 1.877 -4.774 -3.246 0.70 0.00 1.21 0.000
F 2.515 -4.242 -1.150 -0.11 -0.99 -0.85 0.000
F 1.570 -6.206 -1.643 1.11 -0.51 0.37 0.000
C -9.010 4.697 -2.390 1.70 -0.63 -2.76 0.000
F -8.870 5.827 -1.731 -0.89 0.58 0.70 0.000
F -9.287 3.685 -1.609 -0.49 -0.07 0.64 0.000
F -9.982 4.810 -3.347 0.65 0.09 1.15 0.000
S -7.276 4.469 -3.198 -1.21 -0.46 -2.42 0.000
O -7.212 5.448 -4.304 -0.58 -1.49 2.24 0.000
O -6.371 4.682 -2.122 0.46 -0.19 1.03 0.000
N -7.358 2.792 -3.667 -0.05 3.37 3.02 0.000
S -6.779 2.872 -5.090 3.96 -0.47 -3.47 0.000
O -7.727 3.435 -5.998 -0.76 -0.11 -1.40 0.000
O -5.373 3.393 -5.242 -3.31 -1.68 0.72 0.000
C -6.764 0.981 -5.536 1.10 2.34 -0.17 0.000
F -7.981 0.510 -5.688 -0.96 -0.33 -0.17 0.000
F -6.157 0.933 -6.771 -0.25 -0.61 1.70 0.000
F -6.180 0.289 -4.567 0.40 -0.16 -0.89 0.000
C 3.117 3.234 -2.830 2.88 -0.57 -0.96 0.000
F 2.086 3.309 -3.616 -1.04 0.89 -0.20 0.000
F 3.558 4.403 -2.320 -0.88 -0.38 -0.58 0.000
F 2.844 2.430 -1.831 0.17 -0.26 0.49 0.000
S 4.590 2.613 -3.992 0.11 0.78 1.41 0.000
O 4.618 3.585 -5.082 -0.18 -1.25 1.14 0.000
O 5.783 2.553 -3.091 -2.62 -0.25 -2.05 0.000
N 3.903 1.079 -4.490 -0.50 4.03 1.70 0.000
S 5.139 0.234 -4.704 2.41 -3.74 -2.35 0.000
O 6.062 0.755 -5.706 -0.29 -0.25 0.64 0.000
O 5.724 -0.388 -3.543 0.04 -0.11 0.14 0.000
C 4.353 -1.287 -5.626 -1.40 1.94 0.81 0.000
F 5.269 -2.049 -6.154 1.45 -1.29 0.35 0.000
F 3.518 -1.969 -4.813 1.07 -0.40 0.33 0.000
F 3.598 -0.932 -6.650 -0.48 0.95 -0.78 0.000
```
Forces are in eV/Å.

Multiplicity: 2
<S²>: 0.7727
Gap between HOMO and LUMO (alpha / beta), Eh: 0.16311 / 0.16298
Strongest force on any atom, eV/A: 6.3
Charge: -4
E, eV: -379392.42673

2.
Computed, not measured: C38H29I2N2O2PRb as an isolated structure, with wB97M-V/def2-TZVPD.

```
75
Properties=species:S:1:pos:R:3:forces:R:3:mulliken_charge:R:1
Rb -0.053 0.484 -0.154 -0.33 -0.24 0.14 0.716
I 0.821 -2.819 2.285 -0.21 0.07 0.07 0.031
C 2.709 -3.194 1.384 -0.01 -0.13 0.07 -0.787
I 3.236 -1.803 -0.113 0.10 0.22 -0.21 0.153
H 2.658 -4.186 0.955 0.03 -0.04 0.03 0.310
H 3.443 -3.148 2.177 0.03 -0.05 0.01 0.295
C -5.854 -3.512 -0.377 0.00 0.02 0.03 -0.412
C -4.747 -3.146 -1.131 0.01 0.04 0.05 -0.599
C -3.869 -2.182 -0.652 -0.01 -0.03 -0.01 -0.193
C -4.082 -1.575 0.584 0.16 0.04 -0.13 -0.140
C -5.199 -1.946 1.328 -0.07 0.06 0.03 0.024
C -6.078 -2.909 0.854 0.03 0.01 -0.03 -0.680
P -2.869 -0.295 1.132 -0.47 -0.19 0.55 0.483
C -2.833 -0.629 2.966 -0.13 0.00 -0.14 0.515
C -2.802 -1.949 3.429 0.01 -0.14 0.02 -0.753
C -2.479 -2.256 4.744 0.00 0.09 -0.04 -0.654
C -2.169 -1.242 5.641 -0.03 0.01 -0.06 -0.434
C -2.193 0.075 5.202 -0.03 -0.02 -0.05 -0.680
C -2.520 0.376 3.885 0.05 0.02 0.03 -0.545
C -3.879 1.233 0.976 0.13 0.05 -0.31 0.560
C -4.727 1.817 1.875 -0.01 0.09 0.04 0.005
C -5.387 3.024 1.526 0.05 -0.10 0.05 -0.777
C -5.169 3.622 0.315 0.05 -0.01 -0.05 -0.851
C -4.293 3.040 -0.638 -0.04 0.06 -0.03 0.821
C -4.005 3.623 -1.902 0.01 -0.05 0.13 -0.884
C -3.161 2.976 -2.764 -0.04 -0.12 0.12 -0.570
C -2.609 1.709 -2.426 -0.14 0.22 -0.24 -0.682
C -2.845 1.075 -1.227 0.18 -0.17 0.15 -1.471
C -3.672 1.808 -0.321 0.00 -0.11 0.09 0.970
H -6.544 -4.259 -0.751 0.00 -0.01 0.00 0.359
H -4.571 -3.602 -2.097 0.00 -0.01 0.00 0.387
H -3.027 -1.858 -1.251 0.00 0.01 0.01 0.340
H -5.383 -1.476 2.288 0.00 -0.01 -0.03 0.359
H -6.944 -3.183 1.445 -0.01 -0.01 0.00 0.382
H -3.033 -2.757 2.742 0.03 0.02 0.04 0.436
H -2.465 -3.291 5.065 0.00 0.00 -0.01 0.387
H -1.910 -1.476 6.666 0.01 0.01 0.01 0.376
H -1.947 0.878 5.887 -0.01 0.00 0.00 0.380
H -2.513 1.412 3.565 -0.01 0.01 -0.02 0.464
H -4.897 1.380 2.853 -0.01 -0.01 0.00 0.479
H -6.069 3.479 2.235 0.00 0.00 0.02 0.389
H -5.675 4.551 0.072 0.00 0.01 -0.01 0.340
H -4.438 4.582 -2.165 -0.03 0.01 0.03 0.335
H -2.912 3.440 -3.714 0.00 -0.02 -0.01 0.362
H -1.967 1.244 -3.175 0.01 0.01 -0.03 0.384
O 0.804 3.080 -0.721 0.22 0.06 -0.15 -0.789
C 1.764 2.607 -1.323 0.13 -0.05 0.01 0.253
N 2.454 3.267 -2.320 0.05 -0.03 0.15 -0.082
C 3.576 2.493 -2.789 0.07 0.09 0.00 2.786
C 3.326 1.184 -1.962 -0.27 0.14 0.22 -0.150
O 4.025 0.185 -2.101 0.13 -0.16 -0.05 -0.803
N 2.290 1.341 -1.125 0.53 0.46 -0.50 -0.503
C 4.934 3.060 -2.378 -0.11 -0.04 -0.02 -0.777
C 5.036 4.180 -1.566 0.06 0.05 0.04 -0.205
C 6.283 4.664 -1.178 -0.03 -0.06 -0.04 -0.914
C 7.439 4.025 -1.595 -0.03 -0.03 -0.03 -0.324
C 7.342 2.893 -2.399 -0.04 0.03 0.02 -0.908
C 6.100 2.415 -2.787 0.03 -0.04 -0.01 -0.037
C 3.469 2.255 -4.292 -0.01 -0.06 0.02 -0.115
C 2.628 1.259 -4.783 -0.04 -0.03 -0.02 -0.359
C 2.439 1.099 -6.147 0.05 0.05 0.01 -0.850
C 3.093 1.933 -7.046 0.01 -0.01 0.03 -0.407
C 3.936 2.924 -6.568 -0.02 -0.04 0.07 -0.845
C 4.124 3.079 -5.199 0.02 0.07 -0.07 -0.186
H 2.229 4.206 -2.593 -0.02 -0.02 -0.03 0.279
H 4.138 4.671 -1.217 -0.01 0.00 0.00 0.408
H 6.343 5.539 -0.543 0.00 0.00 -0.01 0.404
H 8.409 4.399 -1.293 0.00 -0.01 0.00 0.386
H 8.238 2.376 -2.718 -0.01 0.01 0.00 0.371
H 6.023 1.526 -3.400 0.00 0.02 0.02 0.465
H 2.117 0.601 -4.091 0.01 0.01 0.01 0.423
H 1.780 0.319 -6.508 0.00 0.00 0.00 0.394
H 2.948 1.806 -8.112 -0.01 0.00 0.01 0.383
H 4.452 3.580 -7.259 0.00 0.00 0.01 0.380
H 4.792 3.851 -4.834 -0.03 -0.02 -0.02 0.394
```
Forces are in eV/Å.

Gap between HOMO and LUMO, Eh: 0.20957
ΔE to the lowest compared entry with this formula, charge and spin, kJ/mol: 56.6
Strongest force on any atom, eV/A: 0.9
Charge: -1
E, eV: -73100.32552